1.
49
Properties=species:S:1:pos:R:3:forces:R:3:mulliken_charge:R:1 method="wB97M-V/def2-TZVPD" multiplicity=1 largest_force_ev_per_a=3.020 homo_energy_ev=-16.92 homo_lumo_gap_ha=0.282 lumo_energy_ev=-9.2 charge=+3 relative_energy_ev=0.000
S 2.348970 -0.124755 -0.618275 0.0 0.2 -0.9 0.222
S -1.859145 1.723391 0.132986 0.1 0.2 -0.8 0.071
S 1.397902 3.287875 3.404384 -0.2 -0.9 -0.3 -0.061
S -0.071533 -3.013769 3.001181 0.2 1.0 -0.2 0.009
Al 0.138279 0.379505 0.085542 0.2 0.8 1.1 -0.296
N 0.216974 -2.937519 0.307198 0.1 0.0 0.0 -0.314
N 0.747604 1.517061 1.620914 0.2 0.7 -0.3 0.326
N -0.456822 -0.107590 -1.851788 -0.1 -0.3 -0.2 -0.013
N 0.022974 -0.921517 1.475602 -0.3 -0.9 -0.6 0.443
N 1.514113 3.592962 0.740852 0.2 0.1 0.5 -0.236
C -1.949203 -4.506007 1.401948 -0.9 -0.8 -0.6 -0.913
C -0.004758 -2.266150 1.440752 0.6 0.4 0.4 0.786
C 3.124129 1.351570 -1.393553 0.1 0.0 0.2 -1.089
C 0.674235 -0.261749 -2.827597 -0.2 -0.1 -0.1 -0.721
C 0.483844 0.924998 2.876900 1.2 2.6 0.9 -0.349
C -2.256181 -4.556328 0.097319 -0.1 -0.3 0.7 -0.565
C 0.051422 -1.448644 3.725291 0.1 1.6 -0.7 -0.557
C -1.379563 3.383651 -0.522317 -0.1 0.1 0.2 -0.930
C -2.585920 1.050841 -1.410208 -0.2 0.2 0.4 -0.679
C -1.512637 0.788438 -2.440388 -0.1 -0.1 -0.1 -0.712
C 1.828764 -0.977295 -2.169389 0.4 0.0 0.3 -0.578
C 0.818654 1.740695 3.934715 -0.7 -1.2 -0.9 -0.462
C 0.113917 -0.438181 2.794784 -0.3 -2.8 0.7 0.062
C 1.230307 2.752964 1.762658 -0.2 -0.1 0.2 0.396
H -0.832251 3.927846 0.253973 -0.3 -0.2 -0.2 0.405
H 1.649738 3.245095 -0.200307 0.1 0.3 0.4 0.070
H 0.006148 -3.937272 0.287521 0.0 0.6 -0.3 0.208
H 3.504728 1.986311 -0.586195 0.0 -0.2 -0.2 0.424
H 2.448528 1.919115 -2.043087 0.1 -0.2 0.2 0.335
H -2.527696 -3.914871 2.117176 0.1 -0.3 -0.3 0.335
H -1.689656 -5.203777 -0.579366 -0.3 0.1 0.1 0.371
H 1.593025 -2.018151 -1.911322 0.2 0.2 -0.1 0.354
H -3.113506 0.132965 -1.123730 0.0 0.2 -0.1 0.420
H -3.308977 1.794715 -1.756689 0.0 -0.3 0.0 0.535
H -0.914365 -1.029402 -1.799405 0.1 0.2 0.0 0.425
H -2.315831 3.907340 -0.752406 0.2 -0.2 0.1 0.440
H 1.941316 4.476538 1.019916 -0.1 -0.3 -0.6 0.255
H 0.725884 1.432402 4.968620 0.1 0.4 0.0 0.472
H 0.316533 -0.827492 -3.699414 0.2 0.2 0.2 0.455
H 0.961607 0.736709 -3.175354 -0.1 -0.2 0.1 0.387
H 3.970546 0.980082 -1.982298 -0.2 0.1 0.2 0.435
H -3.122553 -4.040679 -0.329428 0.4 0.0 0.2 0.300
H 2.713630 -0.964039 -2.809269 -0.1 -0.2 0.0 0.555
H -1.190372 -5.182896 1.824767 -0.3 0.3 -0.2 0.524
H 0.168971 -2.412470 -0.555405 -0.1 -0.6 0.2 -0.093
H -0.765203 3.330265 -1.428334 -0.2 -0.1 0.3 0.273
H -1.947119 0.293569 -3.320055 0.1 0.2 0.2 0.430
H -1.032164 1.712685 -2.778772 -0.1 -0.2 0.1 0.395
H 0.122716 -1.279035 4.789351 -0.1 -0.4 0.0 0.450


2.
16
Properties=species:S:1:pos:R:3:forces:R:3:mulliken_charge:R:1 method="wB97M-V/def2-TZVPD" multiplicity=1 largest_force_ev_per_a=6.808 homo_energy_ev=-9.06 homo_lumo_gap_ha=0.336 lumo_energy_ev=0.1 charge=0 relative_energy_ev=3.750
O 0.347803 0.827912 -2.858914 6.4 -0.8 2.0 -0.586
N 1.841302 0.848309 -0.945149 -0.4 1.1 -1.1 -0.491
N 0.072975 -0.050694 0.315539 -0.1 1.5 1.7 0.096
C -0.420027 -0.017430 1.653666 2.4 0.7 0.6 0.173
C -1.341716 -0.632101 2.336346 -3.0 -2.0 -5.1 -0.875
C 1.571414 0.686229 -2.347003 -3.6 2.3 -0.2 0.152
C -0.701830 -0.811554 -0.670536 -0.2 1.5 -1.3 -0.911
C 1.105362 0.869688 0.148072 -0.8 -4.3 -5.2 0.178
H -0.435034 -1.839185 -0.772736 0.1 -0.8 0.7 0.242
H 0.256008 0.524858 2.295558 0.3 0.5 -0.1 0.106
H -2.140859 -1.136200 1.708278 1.0 0.0 0.9 0.196
H 2.601702 0.798298 -3.006937 -2.8 -0.8 1.6 0.286
H -0.719178 -0.444831 -1.719657 0.9 0.4 0.9 0.352
H -1.717034 -0.591878 -0.400965 -0.7 -0.8 0.4 0.369
H 1.353386 1.424814 0.994120 0.6 0.9 1.1 0.354
H -1.674274 -0.456235 3.270318 -0.2 0.7 3.2 0.358


3.
10
Properties=species:S:1:pos:R:3:forces:R:3:mulliken_charge:R:1 method="wB97M-V/def2-TZVPD" multiplicity=1 largest_force_ev_per_a=11.976 homo_energy_ev=-14.69 homo_lumo_gap_ha=0.185 lumo_energy_ev=-9.6 charge=+1 relative_energy_ev=0.000
In 0.120672 -0.208751 -1.228060 -0.2 -3.3 1.2 1.020
O 0.685296 3.224048 0.332581 1.2 -0.4 -1.0 -0.442
O -0.031563 1.506432 -0.641564 1.1 -3.0 -5.1 -0.392
O -1.289016 2.515868 0.763018 2.1 -1.3 -2.2 -0.479
N -0.182484 2.429035 0.132785 -4.4 7.4 8.3 1.109
B 0.112745 -1.956471 0.085808 -1.1 1.5 0.3 -0.007
H 0.658038 -1.970259 -0.845170 3.1 -1.8 -5.3 0.046
H -0.930010 -1.682537 0.042653 -4.6 0.6 -0.5 0.020
H 0.556436 -1.101496 0.572011 2.0 3.5 2.7 0.049
H 0.299885 -2.755868 0.785938 0.8 -3.3 1.5 0.076


4.
97
Properties=species:S:1:pos:R:3:forces:R:3:mulliken_charge:R:1 method="wB97M-V/def2-TZVPD" multiplicity=6 largest_force_ev_per_a=1.993 homo_energy_ev="-14.52 / -16.37" homo_lumo_gap_ha="0.255 / 0.211" lumo_energy_ev="-7.6 / -10.6" charge=+3 relative_energy_ev=0.000
Ir -0.934983 -0.206640 0.282041 -0.7 -0.3 -0.6 5.102
O -1.514603 1.899921 -0.038866 -0.1 0.5 0.7 -0.355
O 2.822843 -1.302447 1.355714 0.6 -0.3 0.7 -0.723
O 2.618655 -0.517350 -0.740012 -0.8 0.6 -0.4 -0.434
N -0.636156 -0.157732 -1.872468 -0.3 0.3 0.7 -0.288
N -1.022116 -1.335924 2.339809 0.6 -0.8 0.1 -0.374
N -3.021021 -0.149845 1.023161 -0.3 0.1 0.6 0.407
N -0.468887 -2.432606 -0.349397 -0.1 -0.6 -0.1 0.359
N -0.371307 -0.074830 -4.307027 0.8 -0.3 -0.4 0.159
N -1.579834 3.882638 1.150818 0.5 -0.6 -0.8 0.382
N -1.357058 3.824385 -1.173138 0.1 0.3 0.3 0.174
N 1.108073 0.438821 1.050462 -0.4 0.5 -0.2 0.237
C 0.417961 -3.714838 -2.162491 0.3 0.0 -0.6 -1.334
C -0.496683 -4.724050 -1.942265 0.0 -0.2 0.7 -0.876
C -1.994681 -0.616043 3.158649 -0.4 0.2 0.0 -1.045
C 1.045055 -0.114691 -4.832748 -0.8 -0.9 0.8 -0.733
C -5.611558 -0.595260 1.875917 0.6 0.3 0.0 -0.572
C -2.163791 -3.315058 1.132857 -1.0 0.3 1.4 -0.934
C -4.055536 0.041787 0.186368 0.9 -0.1 -0.3 -0.334
C 4.912140 -0.067148 -0.736429 0.9 -0.4 0.0 -1.858
C 1.719143 2.781749 1.576946 -0.1 -0.7 -1.4 -0.703
C 1.619897 2.501008 2.941147 0.8 -0.3 1.7 -1.438
C -4.528150 -0.627230 2.775851 -1.3 -0.9 0.8 -0.964
C 3.867159 -2.045966 0.583561 -0.5 -0.1 1.2 1.052
C -1.264117 5.280061 -1.298507 0.9 -0.3 0.9 -0.618
C -5.351364 -0.238550 0.557270 -0.9 0.3 0.0 -0.957
C -1.469995 3.189056 0.007838 0.1 -0.5 -0.8 -0.054
C -0.712835 5.866606 -0.018982 -0.3 -0.6 0.9 -0.512
C 0.877458 0.229802 2.466252 0.6 0.3 1.0 0.653
C 3.309942 -3.478935 0.430307 0.3 0.4 -0.2 -1.501
C -0.542149 -0.133133 -3.023463 0.1 0.1 -1.3 -0.044
C 4.003055 -2.026708 -1.987811 0.4 -0.2 0.4 -1.640
C 3.921978 -1.201328 -0.712257 -0.5 -0.3 -0.9 1.255
C 0.372725 -1.131579 2.819614 0.4 -0.7 0.0 -1.728
C -1.985801 3.202959 2.357447 0.3 -0.3 -0.4 -1.058
C -1.376306 -4.582705 -0.877552 1.4 1.4 0.0 -1.309
C -1.486255 -0.176694 -5.289232 0.6 -0.3 0.3 -0.953
C -3.241331 -0.459574 2.328253 -0.1 0.4 -0.8 0.710
C 0.410317 -2.618714 -1.344438 0.2 1.2 -0.2 -0.775
C 1.396350 1.813907 0.646830 0.3 0.8 -0.1 -0.733
C -1.341544 -2.817301 2.345105 -0.7 0.5 -0.4 -1.045
C -1.358723 3.126982 -2.437417 0.5 -1.1 0.0 -0.918
C -1.334092 -3.436673 -0.086034 0.3 0.2 -0.5 0.644
C -1.542032 5.346990 1.151851 -0.2 -0.4 0.3 -0.701
C 5.154984 -2.064251 1.439450 -1.2 -1.0 -0.3 -1.752
C 1.236699 1.184338 3.374534 -1.2 -0.2 -0.4 -0.254
B 2.176833 -0.471153 0.533554 0.8 -0.5 -0.2 0.805
H 4.034713 -1.348350 -2.832529 0.2 0.0 -0.2 0.410
H 3.188523 -2.735143 -2.129843 -0.2 0.1 0.2 0.258
H 4.911269 -2.636921 -1.942848 0.0 0.2 -0.3 0.433
H -2.593826 5.645354 1.109787 0.1 0.5 -0.1 0.338
H -1.834940 -3.013954 3.292224 -0.4 -0.2 0.0 0.461
H -3.070436 -2.676457 1.036530 0.6 -0.3 -0.3 0.109
H 2.347965 -3.535963 -0.100891 0.5 0.2 -0.1 0.079
H -1.139136 5.634691 2.130494 0.0 0.2 -0.3 0.412
H 1.245979 -1.009738 -5.427394 -0.4 0.0 0.1 0.355
H -1.173647 3.076540 3.053067 0.4 0.2 0.4 0.271
H -0.432471 -5.659141 -2.469683 -0.2 -0.1 -0.4 0.498
H 0.440222 -1.295326 3.912703 0.0 0.0 -0.5 0.496
H 1.049836 0.924088 4.437648 0.4 0.5 -0.8 0.514
H -1.982151 -5.355931 -0.552289 -1.3 -1.4 0.3 0.660
H -1.494313 0.693174 -5.931728 0.0 0.2 0.0 0.334
H 4.960097 -2.622965 2.370748 0.1 0.0 -0.5 0.416
H -4.758271 -0.920234 3.820160 0.5 0.4 -0.7 0.490
H 1.399791 1.995415 -0.446817 0.1 -0.3 0.9 0.507
H -2.793360 3.741195 2.805405 -0.5 0.3 0.4 0.646
H 0.343083 5.587149 0.133506 -0.3 0.2 -0.1 0.174
H -0.831779 6.932698 -0.008893 0.3 0.6 -0.2 0.401
H 1.951923 3.188193 3.732682 -0.3 -0.1 -0.7 0.489
H 3.114812 -3.915582 1.405898 0.2 0.1 0.2 0.467
H -2.224180 5.707935 -1.494304 -0.6 0.3 -0.5 0.321
H -0.432771 -3.374327 2.394209 0.8 -0.2 -0.1 0.760
H -0.551506 5.451178 -2.088817 -0.1 0.3 -0.5 0.393
H -1.558244 0.351238 3.441938 -0.2 -0.1 -0.1 0.322
H 1.200360 0.740674 -5.428286 0.2 1.0 -0.7 0.394
H 5.936170 -0.459639 -0.843907 -0.3 0.2 0.0 0.402
H 0.948221 -1.927787 2.285889 -0.2 0.8 0.7 0.409
H -2.408382 -0.267691 -4.744347 -0.4 0.1 0.1 0.355
H 5.937339 -2.543819 0.855226 0.2 -0.1 0.2 0.390
H 1.109540 -1.785259 -1.496657 -0.3 -0.7 0.0 0.968
H 4.867773 0.511969 0.180675 0.0 0.2 0.1 0.316
H -2.049217 3.628645 -3.101786 0.0 0.1 -0.3 0.520
H -1.345182 -1.069297 -5.900380 0.0 0.0 0.1 0.339
H -3.766266 0.394676 -0.806949 -0.3 -0.2 0.2 0.447
H -2.580361 -4.300341 1.395213 0.3 0.2 -0.1 0.629
H -6.638075 -0.806944 2.188936 0.5 0.1 0.0 0.466
H -2.228768 -1.162456 4.080473 0.1 0.1 -0.1 0.554
H -1.668097 2.093783 -2.298286 -0.4 0.2 0.1 -0.071
H -2.314830 2.218106 2.076399 -0.3 -0.3 0.0 0.008
H -6.179496 -0.120562 -0.148154 0.4 -0.1 0.2 0.479
H 2.086681 3.730876 1.160725 -0.4 -0.3 0.5 0.629
H 1.139653 -3.755093 -2.974132 0.0 -0.2 0.2 0.589
H 4.072728 -4.090888 -0.064347 -0.3 0.0 0.0 0.465
H 5.459994 -1.097565 1.754078 0.3 1.0 0.0 0.406
H 1.730989 -0.125350 -3.996972 0.1 0.2 0.2 0.074
H -0.351156 3.011641 -2.893747 -0.4 0.7 0.2 0.345
H 4.694816 0.577442 -1.591713 0.1 -0.1 0.1 0.447


5.
71
Properties=species:S:1:pos:R:3:forces:R:3:mulliken_charge:R:1 method="wB97M-V/def2-TZVPD" multiplicity=2 largest_force_ev_per_a=2.162 homo_energy_ev="-4.70 / -4.76" homo_lumo_gap_ha="0.241 / 0.254" lumo_energy_ev="1.9 / 2.1" charge=-1 relative_energy_ev=1.083
Te -2.382389 2.290928 -3.055985 0.0 -0.5 -1.2 0.505
Sb -2.517278 5.470751 -0.496340 -0.3 0.3 0.1 0.867
As -0.600033 -0.031800 0.143158 0.3 -1.0 0.1 2.326
V -1.332045 2.536095 -0.753332 -1.6 1.2 -0.9 -0.174
S -2.061061 6.896496 1.201490 0.1 -0.3 -0.2 -0.629
S -0.450755 4.418938 -1.349222 0.1 0.4 -0.1 -0.499
S -3.878447 6.001656 -2.219318 0.2 -0.1 0.2 -0.595
S -3.041843 3.239677 0.412109 -0.4 0.4 0.4 -0.580
N -0.153774 1.733232 0.284871 1.7 -0.6 0.9 1.672
C 0.465765 3.531874 1.792725 -0.2 -0.2 0.0 -0.855
C 2.358967 -1.173267 -2.785898 -0.1 -0.1 0.0 -1.068
C 1.807000 1.135278 -2.074042 0.0 0.0 0.1 -1.273
C 2.284202 -1.707454 1.459693 -0.1 0.0 0.0 -2.054
C 1.396883 -1.462647 3.731071 0.0 0.0 0.1 -1.059
C 0.378780 -2.321752 -1.242035 -0.1 0.1 0.2 1.386
C 2.049883 1.785934 1.353086 -0.2 -0.1 -0.2 0.487
C 0.779886 2.331104 1.140632 0.6 0.3 0.6 0.204
C -2.917370 -2.084044 -3.456941 0.0 0.0 0.0 -0.633
C 1.578702 -0.349231 -1.975427 0.0 0.1 0.1 0.189
C 2.974184 2.423880 2.162567 0.1 0.0 0.0 -1.113
C 1.165205 -3.101942 -2.072164 0.1 0.0 -0.1 -1.134
C 1.178119 -1.233982 2.371683 0.0 0.0 -0.2 1.436
C 2.188801 -2.546427 -2.829210 0.0 0.0 0.0 0.568
C -2.995215 0.327224 -3.590068 0.0 0.0 0.2 -0.328
C 1.393786 4.166108 2.598229 0.1 0.0 0.1 -0.780
C 3.065526 -3.417506 -3.687861 -0.1 0.0 0.0 -1.620
C -4.402176 -1.028931 -5.013197 0.0 0.0 0.0 -0.609
C -0.670646 -0.450519 4.294404 0.1 0.0 0.0 -1.045
C -2.477471 -0.837716 -3.033876 0.0 0.0 0.0 0.152
C 2.655274 3.619065 2.787673 0.0 0.0 0.0 -0.621
C 0.773051 -1.290644 6.168769 0.0 0.0 -0.1 -1.591
C 0.622017 -0.939159 -1.134177 0.1 0.0 0.0 0.263
C -0.010025 -0.607717 1.966920 -0.2 0.1 0.0 0.386
C -0.730449 -2.973803 -0.454194 0.1 0.1 0.0 -1.890
C -0.946292 -0.230392 2.954216 -0.1 0.0 0.0 0.101
C 0.501523 -1.068872 4.706139 0.0 0.0 0.0 0.625
C -3.883587 -2.185563 -4.446951 0.0 0.0 -0.1 -0.515
C -3.959327 0.214502 -4.589858 0.0 0.1 0.0 -0.454
C -2.273829 0.398906 2.614410 0.1 0.0 0.0 -1.591
H 3.951866 1.978209 2.303882 0.0 0.0 0.0 0.419
H 2.116476 -2.744284 1.157542 0.0 0.0 -0.1 0.400
H 2.481587 -3.903071 -4.472364 0.0 0.0 0.0 0.328
H -4.228672 -3.156747 -4.780254 0.0 0.0 0.0 0.362
H -2.880784 -0.278660 2.009687 0.0 0.1 0.0 0.329
H 2.319626 -1.949598 4.030201 0.0 0.0 0.0 0.316
H -1.387912 -0.126164 5.040842 0.0 0.0 0.0 0.359
H -2.828456 0.636452 3.520647 0.0 0.0 0.0 0.433
H -1.713823 -0.773450 -2.271253 0.0 0.0 0.0 0.388
H 2.491735 1.361095 -2.890968 0.0 -0.1 0.0 0.517
H 2.311957 0.858098 0.861625 0.0 0.1 0.1 0.310
H -2.500264 -2.979248 -3.009128 0.0 0.0 0.0 0.328
H 2.369202 -1.117152 0.556068 0.0 0.0 -0.1 0.188
H 0.819277 -0.336354 6.696710 0.0 0.0 0.0 0.337
H 3.117058 -0.716933 -3.413434 0.0 0.0 0.0 0.337
H 3.383071 4.115847 3.417111 0.0 0.0 0.0 0.379
H -0.519775 3.964176 1.685593 0.0 0.0 -0.1 0.189
H -2.161164 1.329888 2.059053 0.0 0.0 0.0 -0.038
H 1.124017 5.097494 3.079698 0.0 0.0 0.0 0.465
H 3.854144 -2.833955 -4.161197 0.0 0.0 0.0 0.368
H -4.366283 1.114402 -5.037229 0.0 0.0 0.0 0.338
H -0.025360 -1.879410 6.623699 0.0 0.0 0.0 0.351
H -1.693615 -2.518173 -0.703329 0.0 -0.1 0.0 0.305
H 1.717520 -1.812734 6.318881 0.0 0.0 0.0 0.364
H 0.871860 1.651213 -2.284462 0.0 0.1 0.0 -0.029
H 3.531519 -4.201717 -3.088610 0.0 0.0 0.0 0.346
H -5.161578 -1.090150 -5.783637 0.0 0.0 0.0 0.344
H 0.980525 -4.170544 -2.127474 0.0 0.0 0.0 0.379
H -0.584004 -2.847808 0.621434 0.0 -0.1 0.0 0.276
H 2.228318 1.556421 -1.160913 -0.1 0.0 0.0 0.180
H -0.787979 -4.039459 -0.671439 0.0 0.0 0.0 0.483
H 3.236368 -1.665965 1.989271 0.0 0.0 0.0 0.491


6.
19
Properties=species:S:1:pos:R:3:forces:R:3:mulliken_charge:R:1 method="wB97M-V/def2-TZVPD" multiplicity=1 largest_force_ev_per_a=3.314 homo_energy_ev=-13.06 homo_lumo_gap_ha=0.359 lumo_energy_ev=-3.3 charge=+1 relative_energy_ev=1.882
O 2.585908 0.601890 -0.552458 -0.3 -0.8 0.3 -0.486
N -0.793909 0.354230 0.844495 -2.5 1.7 1.5 -0.099
C -1.543799 1.424650 0.108606 0.6 0.1 -0.8 0.086
C 1.833730 -0.503872 -0.177693 0.3 -0.6 -1.5 -0.179
C -1.796248 2.616823 0.617764 0.2 -0.4 -0.5 -0.701
C 0.100663 -2.318239 -0.646076 0.2 1.2 0.4 -1.021
C 1.023898 -1.178470 -1.059809 0.4 0.9 2.3 -0.285
H -1.599307 2.852253 1.641476 0.2 0.1 0.5 0.238
H 0.888471 -0.823096 -2.063547 0.4 0.2 -0.4 0.395
H 0.120026 -2.457791 0.450440 0.1 -0.3 -0.5 0.278
H 0.439006 -3.200910 -1.164973 -0.2 -0.5 0.0 0.370
H 2.051780 -0.807597 0.860508 -0.5 -0.3 -0.5 0.396
H 3.423057 0.581518 -0.053799 -0.4 0.2 -0.3 0.369
H -0.429024 0.726826 1.736036 -0.2 -0.2 -0.4 0.406
H -2.164302 3.436833 0.004856 -0.2 -0.4 0.1 0.256
H -1.705150 1.111988 -0.931020 0.0 0.3 0.5 0.361
H -0.011831 0.041149 0.279828 0.8 -0.8 -0.7 -0.081
H -0.938967 -2.078864 -0.948899 0.5 -0.3 0.0 0.307
H -1.483995 -0.379313 1.054268 0.7 -0.2 0.0 0.391